C32H22Cl3O2P2PtS2 | ωB97M-V/def2-TZVPD

Geometry as XYZ:
```
64
Properties=species:S:1:pos:R:3:forces:R:3
Pt 0.070 0.312 0.375 0.230 1.648 -0.998
Cl 0.620 -2.034 -1.735 -0.001 -0.129 -0.563
Cl 3.560 -6.362 -0.845 0.079 0.003 -0.020
Cl 2.297 -4.188 3.833 -0.133 -0.148 0.046
S -2.194 -0.389 0.645 -0.142 -0.375 0.355
S 1.730 1.797 -0.670 0.056 -0.230 0.276
P -2.556 1.568 0.124 -0.703 -0.109 0.293
P 0.096 3.033 -0.616 0.059 0.611 0.045
O 1.131 -1.739 2.262 0.779 -0.246 -0.401
O 2.005 -2.217 0.426 1.296 -1.359 -1.185
C 2.376 -3.903 2.144 0.131 -0.610 0.241
C -3.052 2.536 1.565 -0.068 0.007 0.088
C 0.048 3.669 2.078 -0.012 0.023 -0.055
C -5.191 1.962 -0.690 0.029 -0.025 0.000
C -3.813 4.641 2.461 0.038 -0.008 -0.015
C -0.264 4.052 -2.049 0.248 -0.109 -0.275
C -4.498 2.045 -3.385 0.038 0.006 0.007
C -2.905 2.042 2.858 -0.032 0.010 0.004
C -1.006 1.784 -0.461 -0.282 0.307 -0.152
C 0.202 4.169 0.785 0.150 0.150 0.010
C 1.622 -2.942 -0.734 0.154 -0.075 1.062
C -3.854 1.839 -1.076 -0.094 -0.141 -0.093
C -0.091 4.418 -4.421 0.014 -0.025 -0.003
C -1.702 5.654 -3.127 0.002 -0.037 -0.003
C 2.990 -4.931 1.292 -0.068 0.303 0.515
C 0.142 4.516 3.168 -0.001 -0.004 0.027
C -1.104 5.363 -4.347 -0.008 0.003 0.002
C 1.863 -2.790 1.684 -0.511 1.096 -0.759
C 2.837 -5.027 -0.028 -0.322 0.215 -0.426
C 0.327 3.756 -3.275 0.021 0.055 0.025
C -3.667 4.141 3.749 -0.005 0.010 -0.003
C -6.173 2.128 -1.652 0.016 -0.010 -0.005
C -3.510 1.874 -2.427 -0.020 0.032 0.017
C -3.511 3.840 1.371 0.044 -0.001 -0.019
C 0.589 6.367 1.700 -0.002 -0.033 -0.036
C 2.022 -4.186 -0.919 0.166 -0.361 -0.282
C -5.824 2.172 -2.997 -0.004 0.001 0.009
C 0.487 5.522 0.603 0.040 -0.032 0.033
C 0.961 -0.950 1.240 -1.216 -0.335 2.107
C 0.408 5.866 2.979 0.009 -0.007 0.009
C -3.220 2.843 3.946 0.033 -0.010 -0.011
C -1.288 4.999 -1.979 -0.007 -0.007 0.041
H -4.232 2.077 -4.433 -0.003 0.012 0.011
H 0.817 7.415 1.552 -0.011 -0.010 -0.007
H 3.534 -5.706 1.814 0.116 0.113 0.027
H -3.119 2.451 4.950 -0.001 0.000 -0.016
H 0.010 4.122 4.168 0.003 -0.002 -0.012
H 1.112 3.011 -3.328 -0.016 -0.009 -0.012
H 1.736 -4.625 -1.866 -0.071 -0.111 0.083
H -3.914 4.764 4.600 0.006 -0.009 -0.011
H 0.639 5.919 -0.392 0.002 0.016 0.007
H -0.142 2.614 2.226 -0.043 -0.031 0.020
H 0.372 4.192 -5.373 0.005 0.010 0.015
H -4.169 5.652 2.307 0.005 -0.013 -0.002
H -1.754 5.228 -1.028 -0.006 0.006 -0.010
H -3.648 4.224 0.367 0.002 0.012 0.008
H 0.489 6.526 3.834 -0.013 -0.006 -0.008
H -5.461 1.935 0.359 -0.003 -0.003 -0.010
H -7.209 2.222 -1.356 0.016 0.004 -0.001
H -2.558 1.027 3.006 -0.004 -0.001 0.009
H -2.469 1.777 -2.712 -0.001 -0.012 -0.014
H -2.491 6.393 -3.071 0.002 -0.013 0.005
H -6.594 2.306 -3.747 0.005 -0.007 0.004
H -1.432 5.875 -5.242 0.011 0.003 0.009
```
Positions in Å, forces in eV/Å.

Properties
Spin multiplicity: 1
E: -118688.4078 eV
Orbital gap: 6.83 eV
Charge: +1
LUMO energy: -3.7 eV
E_HOMO: -10.5 eV
Molecular weight: 866.0 u
Energy relative to the best compared isomer or geometry (same formula, charge and spin): 0.0 kJ/mol